Record 1
C9H13NO2S | ωB97M-V/def2-TZVPD

Each line ends with the Mulliken charge.
Geometry (Å):
1 C 3.37 0.10 0.38  -0.3961
2 C 2.96 -0.60 -0.75  -0.9366
3 C 2.46 0.58 1.32  -0.5292
4 C 1.65 -0.60 -1.02  0.1006
5 C 1.08 0.54 1.02  0.0420
6 C 0.65 -0.05 -0.18  -0.1527
7 C -1.59 2.00 -0.37  -1.0284
8 C -3.18 0.11 -0.10  -0.9723
9 C -0.75 -0.29 -0.53  -0.2783
10 N -1.80 0.62 0.02  -0.0013
11 O -0.34 -2.03 1.52  -0.4748
12 O -0.38 -2.82 -0.87  -0.5757
13 S -1.16 -2.08 0.09  0.5966
14 H 4.39 0.10 0.73  0.3623
15 H 3.74 -0.93 -1.36  0.4442
16 H 2.70 1.05 2.28  0.3682
17 H 1.30 -1.28 -1.82  0.3134
18 H 0.46 0.99 1.81  0.3342
19 H -1.92 2.12 -1.50  0.3443
20 H -2.12 2.78 0.33  0.2629
21 H -0.56 2.30 -0.38  0.3973
22 H -3.11 -0.93 -0.44  0.4508
23 H -3.73 0.26 0.88  0.2285
24 H -3.66 0.72 -0.79  0.3715
25 H -1.07 -0.40 -1.60  0.3727
26 H 0.63 -2.25 1.32  0.3558

Summary:
HOMO-LUMO gap = 9.09 eV
HOMO energy = -8.4 eV
2S+1 = 1
DFT total energy = -25961.785 eV
Charge = 0


Record 2
C4H8IrO3 | ωB97M-V/def2-TZVPD

Each line ends with the Löwdin spin population.
Geometry (Å):
1 C 1.79 0.40 -0.23  0.0118
2 H 2.44 0.02 0.57  0.0017
3 H 1.63 1.48 -0.16  0.0006
4 H 2.21 0.21 -1.23  0.0013
5 O -0.84 1.82 1.74  0.6844
6 C -1.60 2.40 0.63  0.2952
7 H -2.55 2.84 0.98  0.0403
8 H -1.02 3.22 0.14  0.0243
9 O -1.75 -1.48 0.23  0.1055
10 C -0.90 -2.17 -0.29  0.1027
11 C 0.47 -1.65 -0.56  0.0320
12 O 0.49 -0.29 -0.19  0.1669
13 Ir -1.18 0.47 0.48  2.5201
14 H -1.09 -3.24 -0.50  0.0030
15 H 0.69 -1.77 -1.63  0.0056
16 H 1.20 -2.25 0.01  0.0046

Summary:
HOMO-LUMO gap (spin up / spin down) = 6.47 / 7.78 eV
HOMO energy (spin up / spin down) = -11.1 / -14.0 eV
2S+1 = 5
DFT total energy = -13244.460 eV
Charge = +1


Record 3
C22H20N6O4S2Zn | ωB97M-V/def2-TZVPD

Each line ends with the Mulliken charge.
Geometry (Å):
1 Zn 16.19 10.80 5.51  0.0239
2 C 24.41 9.96 5.29  -1.3385
3 C 22.87 9.91 5.30  0.6801
4 C 22.26 8.78 4.66  -0.4062
5 C 20.91 8.52 4.73  -0.7740
6 C 20.10 9.38 5.50  0.5191
7 C 20.65 10.45 6.10  -0.4716
8 C 22.01 10.73 5.97  -0.7542
9 S 18.36 9.34 5.25  1.5718
10 O 17.83 10.05 6.41  -0.6568
11 O 18.01 7.99 5.04  -0.6921
12 N 17.98 10.26 4.00  -0.6418
13 C 18.31 11.60 4.16  0.5997
14 C 19.48 12.14 3.71  -0.5004
15 C 19.64 13.49 4.02  -0.1051
16 C 18.67 14.24 4.75  -0.9797
17 C 17.48 13.56 5.06  -0.1285
18 N 17.31 12.32 4.73  0.1796
19 H 24.73 10.20 4.26  0.2964
20 H 24.67 8.89 5.59  0.3299
21 H 24.68 10.61 6.07  0.3904
22 H 22.87 7.95 4.15  0.2139
23 H 20.38 7.77 4.09  0.3245
24 H 19.93 11.14 6.50  0.5266
25 H 22.40 11.66 6.38  0.3648
26 H 20.27 11.58 3.13  0.4148
27 H 20.55 13.92 3.59  0.3954
28 H 18.79 15.33 4.90  0.3759
29 H 16.67 14.02 5.58  0.5600
30 N 8.10 13.86 6.06  -0.4959
31 C 9.39 13.59 5.61  1.0829
32 C 9.64 12.65 4.56  -0.6817
33 C 10.91 12.45 4.17  -0.4648
34 C 11.97 13.00 4.90  -0.2995
35 C 11.71 13.96 5.83  -0.2908
36 C 10.41 14.26 6.23  -0.8902
37 S 13.65 12.60 4.48  1.4584
38 O 13.62 12.15 3.11  -0.7685
39 O 14.45 13.76 4.77  -0.7492
40 N 14.27 11.44 5.33  -0.7261
41 C 13.73 10.20 5.60  0.9162
42 N 14.75 9.41 5.96  -0.2657
43 C 14.50 8.09 6.04  0.0763
44 C 13.21 7.60 5.90  -0.7622
45 C 12.25 8.57 5.66  -0.2223
46 N 12.47 9.89 5.48  -0.3849
47 H 7.28 13.42 5.71  0.1708
48 H 7.98 14.30 6.92  0.1569
49 H 8.74 12.27 4.00  0.2083
50 H 11.06 11.73 3.44  0.5064
51 H 12.49 14.53 6.30  0.4978
52 H 10.05 15.04 6.88  0.3339
53 H 15.40 7.47 6.16  0.4306
54 H 13.06 6.58 5.99  0.4479
55 H 11.21 8.23 5.67  0.3975

Summary:
HOMO-LUMO gap = 8.13 eV
HOMO energy = -8.0 eV
2S+1 = 1
DFT total energy = -110356.854 eV
Charge = 0


Record 4
C17H13N3O10PbS2Se | ωB97M-V/def2-TZVPD

Each line ends with the Mulliken charge.
Geometry (Å):
1 Pb 0.54 0.41 0.83  0.9932
2 C 4.31 -0.64 0.30  -1.1821
3 C 3.28 -1.42 -0.42  0.2294
4 N 2.00 -1.17 -0.55  -0.2141
5 C 1.46 -2.19 -1.31  0.1986
6 C 2.47 -3.09 -1.62  0.2013
7 N 3.59 -2.58 -1.04  -0.0198
8 C 2.58 -4.41 -2.33  0.5366
9 O 1.53 -4.87 -2.95  -0.5311
10 O 3.65 -4.96 -2.29  -0.6040
11 C 0.05 -2.29 -1.69  0.8407
12 O -0.41 -3.19 -2.33  -0.7952
13 O -2.00 -1.30 -1.32  -0.4039
14 H 3.97 0.37 0.51  0.1127
15 H 5.21 -0.58 -0.31  0.3841
16 H 4.57 -1.14 1.24  0.3002
17 H 4.49 -3.04 -1.10  0.2492
18 H 0.70 -4.33 -2.84  0.4948
19 O -3.07 2.46 0.68  -0.7165
20 S -2.76 1.14 0.22  1.5047
21 O -3.69 0.50 -0.66  -0.6277
22 O -1.34 1.06 -0.24  -0.5505
23 C -2.74 0.07 1.67  0.2422
24 C -2.83 0.60 2.94  -0.3068
25 C -3.00 -0.24 4.03  -0.6797
26 C -3.08 -1.61 3.84  -0.6008
27 C -2.95 -2.15 2.57  -1.1439
28 C -2.78 -1.29 1.49  0.3027
29 S -2.51 -2.20 -0.03  1.5693
30 O -1.36 -3.01 0.29  -0.6516
31 O -3.71 -2.84 -0.43  -0.6612
32 O -0.61 -1.19 -1.29  0.0068
33 H -2.81 1.67 3.05  0.5451
34 H -3.09 0.18 5.02  0.4201
35 H -3.25 -2.27 4.69  0.4118
36 H -3.02 -3.21 2.39  0.4758
37 Se 2.04 2.44 0.28  -0.2212
38 C 1.08 3.92 -0.53  0.2523
39 C -0.30 4.00 -0.58  0.1505
40 C -0.85 5.12 -1.19  -0.4281
41 N -0.14 6.10 -1.71  -0.5805
42 C 1.17 6.02 -1.65  -0.3528
43 C 1.84 4.95 -1.06  -0.4917
44 H -0.95 3.24 -0.18  0.2002
45 H -1.93 5.22 -1.25  0.4252
46 H 1.73 6.84 -2.08  0.3443
47 H 2.92 4.91 -1.02  0.3712

Summary:
HOMO-LUMO gap = 7.78 eV
HOMO energy = -8.8 eV
2S+1 = 1
DFT total energy = -135047.594 eV
Charge = 0


Record 5
C5H9P | ωB97M-V/def2-TZVPD

Each line ends with the Mulliken charge.
Geometry (Å):
1 C 0.76 1.75 -0.03  -1.0358
2 C -1.54 0.95 0.17  -0.3899
3 C -0.11 0.75 -0.28  0.9735
4 C 0.68 -1.53 0.31  -1.1266
5 C 0.40 -0.52 -0.81  -1.1850
6 P -2.65 -0.34 -0.07  -0.0896
7 H 1.87 1.72 -0.32  0.2083
8 H 0.63 2.74 0.39  0.3023
9 H -1.64 1.95 0.60  0.3218
10 H 1.68 -1.37 0.58  0.3569
11 H 0.12 -1.31 1.14  0.3970
12 H 0.48 -2.63 0.23  0.3019
13 H -0.25 -1.11 -1.34  0.4203
14 H 1.24 -0.44 -1.36  0.5314
15 H -3.80 0.43 0.28  0.0135

Summary:
HOMO-LUMO gap = 8.35 eV
HOMO energy = -8.6 eV
2S+1 = 1
SMILES = [H]/P=C/C(=C)CC
DFT total energy = -14616.934 eV
Charge = 0


Record 6
C4H5LiO5Tl | ωB97M-V/def2-TZVPD

Each line ends with the Löwdin spin population.
Geometry (Å):
1 O -1.52 0.75 2.86  0.0000
2 C -0.65 -0.04 2.40  0.0000
3 O -0.15 -0.97 3.02  0.0000
4 O -0.47 0.11 1.03  0.0014
5 C -0.04 -0.70 -1.16  0.0244
6 C -0.08 -0.97 0.29  0.0007
7 Li -1.09 -0.52 4.71  0.0000
8 H 0.27 -1.57 -1.75  0.0028
9 H -1.05 -0.43 -1.50  0.0006
10 H 1.14 -1.00 -0.03  0.0008
11 H -0.63 -1.89 0.54  0.0007
12 Tl -2.41 2.31 1.71  0.0009
13 O 0.80 0.71 -1.80  0.1980
14 C 1.47 0.75 -2.82  0.5823
15 O 1.95 1.80 -3.33  0.1699
16 H 2.44 1.65 -4.16  0.0174

Summary:
HOMO-LUMO gap (spin up / spin down) = 9.88 / 7.90 eV
HOMO energy (spin up / spin down) = -17.1 / -17.1 eV
2S+1 = 2
DFT total energy = -19345.974 eV
Charge = +2